Below is a 7-piece molecular cluster, C28H53N5O8 overall at a distorted geometry, with properties calculated with ωB97M-V/def2-TZVPD.

Structure (XYZ):
```
94
Properties=species:S:1:pos:R:3:mulliken_charge:R:1
C -8.41428 30.71257 14.00187 -0.816
O -8.40325 29.35572 13.71166 -0.346
C -8.73672 29.07673 12.37365 -0.393
C -8.78750 27.55109 12.22535 -0.828
N -10.21884 26.91013 12.10486 -0.253
H -10.47109 26.94393 11.12746 0.409
H -10.24483 25.91993 12.30212 0.390
C -11.37587 27.51825 12.88639 -0.488
C -12.38481 26.40699 13.29009 -0.705
O -12.87579 25.60027 12.29057 -0.345
C -14.08634 24.96887 12.67573 -0.850
H -7.44644 31.18266 14.17629 0.299
H -8.94101 30.94226 14.92810 0.278
H -8.63306 31.36803 13.15891 0.360
H -7.93460 29.30785 11.67273 0.325
H -9.66548 29.62120 12.20323 0.454
H -8.15591 27.09043 12.98494 0.386
H -8.22264 27.08136 11.42013 0.530
H -11.69688 28.27330 12.16877 0.397
H -10.84737 27.95724 13.73260 0.347
H -13.14491 26.91766 13.88132 0.406
H -11.83362 25.61269 13.79345 0.450
H -13.98599 24.37037 13.58116 0.359
H -14.18702 24.17686 11.93365 0.310
H -15.01332 25.53990 12.62343 0.317
C -1.93080 13.31229 5.69667 -0.749
O -3.37978 13.53418 5.64087 -0.342
C -4.00026 14.23168 6.77843 -0.543
C -3.76352 15.69554 6.86862 -0.520
N -4.71458 16.50376 5.94811 -0.198
H -5.65702 16.15117 6.03524 0.361
H -4.92727 17.43380 6.27962 0.427
C -4.34751 16.50999 4.45678 -0.461
C -5.19741 17.52773 3.73509 -0.795
O -6.63508 17.46643 3.89232 -0.349
C -7.30427 16.80094 2.81369 -0.676
H -1.42801 14.25074 5.46296 0.274
H -1.53506 12.59361 4.97904 0.288
H -1.52054 13.09191 6.68217 0.348
H -3.72121 13.66720 7.66814 0.438
H -5.08699 14.15828 6.73676 0.329
H -2.76898 16.04263 6.58843 0.341
H -3.95182 16.07122 7.87436 0.398
H -4.49733 15.49316 4.09382 0.372
H -3.31134 16.75519 4.22367 0.316
H -4.95185 17.43305 2.67734 0.476
H -4.91111 18.51408 4.10010 0.404
H -8.36954 16.85894 3.03716 0.250
H -6.96132 15.76770 2.75995 0.293
H -7.12069 17.35751 1.89466 0.314
C -5.56853 21.40784 12.88383 -0.733
C -6.59558 21.21460 11.75982 0.511
O -7.74777 21.57617 11.94477 -0.686
O -6.15409 20.87495 10.62058 -0.764
H -6.04934 21.81292 13.77424 0.257
H -4.86171 22.13642 12.48675 0.182
H -5.00079 20.51980 13.16159 0.236
C -14.22735 17.72758 13.10672 -0.711
C -15.00107 17.22673 11.91923 0.524
O -15.87071 16.36061 12.13095 -0.746
O -14.70750 17.57331 10.78012 -0.724
H -13.42317 18.38822 12.78278 0.247
H -13.73147 16.95542 13.69492 0.221
H -14.94062 18.16875 13.80294 0.189
N -12.72665 25.44115 19.63973 -0.047
C -12.02334 26.65007 19.39645 -0.457
C -10.87540 26.33834 18.69545 -0.438
C -10.69830 24.95879 18.78392 -0.414
C -11.90962 24.42258 19.30181 -0.391
H -13.65703 25.49086 20.02965 0.201
H -12.34208 27.59696 19.80659 0.367
H -10.20205 27.08485 18.30083 0.417
H -9.93743 24.29352 18.40326 0.389
H -12.05572 23.35431 19.36396 0.377
N -2.74796 24.82875 4.95625 -0.033
C -1.81824 25.37360 4.04469 -0.455
C -0.63129 24.88766 4.43644 -0.406
C -0.77049 23.99783 5.48661 -0.340
C -2.07436 23.99453 5.85294 -0.490
H -3.72937 25.06453 4.99286 0.200
H -2.27323 26.03987 3.32672 0.364
H 0.33760 25.08377 4.00150 0.371
H 0.01001 23.44828 5.99179 0.381
H -2.60081 23.50929 6.66151 0.409
N -8.17999 13.12991 12.15453 -0.024
C -8.08051 11.91836 12.78537 -0.418
C -7.38591 12.20074 13.90822 -0.287
C -7.14381 13.59019 14.10306 -0.399
C -7.70825 14.13869 13.00671 -0.532
H -8.48468 13.23245 11.19706 0.195
H -8.39238 10.95524 12.40915 0.349
H -7.22162 11.41115 14.62651 0.348
H -6.53561 14.00587 14.89280 0.383
H -7.67299 15.17511 12.70507 0.386
```

Summary:
- Lowest unoccupied orbital energy: -0.92 eV
- Energy: -1973.909511 a.u.


Below is C28H54AsBCl14FN2O5S2 as an isolated structure at a distorted geometry, with properties calculated with ωB97M-V/def2-TZVPD.

Structure (XYZ):
```
108
Properties=species:S:1:pos:R:3:mulliken_charge:R:1
C 6.09792 -2.07601 0.81815 -0.379
C 5.68045 -3.33339 1.56839 0.611
O 6.33358 -3.68370 2.53294 -0.617
O 4.58887 -4.03752 1.19571 -0.360
C 3.41677 -3.14351 1.12262 -0.377
C 2.12032 -3.90458 0.98177 -0.750
As 0.65743 -2.83965 0.02029 0.661
C -0.76134 -1.86448 -1.07492 -1.091
C -0.19411 -0.97456 -2.21339 -0.652
C -1.10551 0.26614 -2.37072 -0.579
S -0.45703 1.52699 -3.53352 -0.126
C 0.83135 2.47238 -2.77903 0.230
S 2.14950 2.78915 -3.69387 -0.283
N 0.72468 2.92367 -1.46186 0.210
C -0.40367 3.24835 -0.71086 0.350
C 0.11865 3.58165 0.49741 -0.445
N 1.50648 3.50923 0.52113 -0.476
C 1.82198 3.11900 -0.67535 -0.373
C -0.73476 -4.15807 0.69540 -1.695
C -1.21270 -3.90720 2.11671 0.566
C -2.35164 -2.87574 2.20301 -1.240
F -1.80202 -5.15847 2.57615 -0.375
O 0.41506 -1.67378 1.54095 -0.619
B 1.02098 -0.48926 1.40674 0.742
O 0.42102 0.54329 0.64601 -0.137
O 2.27075 -0.20383 1.97471 -0.623
H 5.62930 -1.20514 1.29455 0.235
H 7.17473 -1.89687 0.84993 -0.110
H 5.80325 -2.11444 -0.23729 0.377
H 3.41935 -2.55105 2.04662 0.348
H 3.58451 -2.47590 0.26353 0.166
H 1.77370 -4.26938 1.95891 0.369
H 2.32633 -4.80080 0.38012 0.095
H 1.74872 -1.82793 -0.51599 -0.133
H 0.88866 -3.79288 -1.20867 0.109
H -1.45749 -2.59825 -1.50334 0.522
H -1.36086 -1.23248 -0.40073 0.306
H 0.85249 -0.67476 -2.05324 0.304
H -0.22491 -1.59179 -3.12068 0.442
H -1.40126 0.67370 -1.39885 0.330
H -2.03278 -0.09668 -2.83820 0.422
H -1.44457 3.17696 -1.08657 -0.018
H -0.48812 3.86492 1.35370 0.277
H 2.86554 2.99213 -0.92734 0.414
H -1.63539 -4.21210 0.06750 0.854
H -0.28981 -5.15341 0.66559 0.206
H -0.40865 -3.69503 2.82442 0.144
H -2.75603 -2.68372 1.20216 0.188
H -3.12639 -3.17163 2.91434 0.447
H -1.88033 -1.93628 2.52044 0.172
H 0.93040 0.71259 -0.15295 0.041
H 2.64118 0.54438 1.49392 0.227
Cl 1.71950 -7.75607 0.29564 -0.171
C 0.65648 -8.39740 -0.98094 -0.087
C 0.44186 -7.40523 -2.09676 -0.648
Cl -0.52771 -6.00527 -1.57900 -0.012
H -0.28337 -8.68683 -0.51934 -0.064
H 1.13718 -9.29346 -1.37368 0.357
H -0.09925 -7.88416 -2.91317 0.357
H 1.38709 -7.03153 -2.48658 0.331
Cl 10.46015 1.11519 0.03685 -0.195
C 10.13474 -0.62445 -0.17869 -0.260
C 9.65110 -0.94470 -1.57122 -0.500
Cl 8.02103 -0.29991 -1.88407 -0.157
H 9.41123 -0.92707 0.57459 0.117
H 11.07014 -1.14778 0.01471 0.320
H 9.59392 -2.02492 -1.70038 0.280
H 10.32230 -0.54442 -2.32779 0.377
Cl -3.28520 2.87427 -1.49087 -0.126
C -4.47053 3.95476 -0.71938 -0.320
C -5.51940 4.44864 -1.68719 -0.488
Cl -4.84064 5.57036 -2.90112 -0.216
H -3.92051 4.77635 -0.27087 0.004
H -4.94472 3.38492 0.07862 0.371
H -6.29026 4.99592 -1.14647 0.364
H -5.99370 3.62648 -2.21830 0.404
Cl -2.57214 4.86992 2.40403 -0.163
C -2.53624 6.65221 2.43762 0.125
C -3.91579 7.25709 2.34626 -0.469
Cl -4.63047 6.98339 0.73810 -0.165
H -1.90037 6.98614 1.62029 0.332
H -2.06242 6.93764 3.37473 -0.265
H -3.85940 8.33427 2.49736 0.363
H -4.59182 6.84524 3.09214 0.320
Cl -5.29000 -9.79257 2.31027 -0.213
C -3.82043 -9.10025 3.05424 -0.435
C -3.30380 -7.90172 2.30027 -0.296
Cl -2.64280 -8.34144 0.70626 -0.180
H -3.07242 -9.88761 3.11157 0.336
H -4.08898 -8.80696 4.06808 0.325
H -2.49390 -7.43394 2.85749 0.125
H -4.08175 -7.15850 2.14611 0.338
Cl -8.05774 4.84541 -6.56496 -0.192
C -6.51017 5.72214 -6.43467 -0.222
C -6.47129 6.94218 -7.31939 -0.435
Cl -6.42604 6.52081 -9.05160 -0.192
H -5.70901 5.02769 -6.67615 0.337
H -6.40190 6.01903 -5.39259 0.086
H -5.57047 7.51731 -7.10992 0.296
H -7.33404 7.58285 -7.15211 0.324
Cl 1.35321 6.56861 2.70621 -0.074
C 1.86443 7.53024 4.11472 -0.569
C 1.14111 7.12021 5.37276 -0.440
Cl -0.58794 7.55461 5.31848 -0.230
H 1.69945 8.58080 3.88505 0.328
H 2.93462 7.36940 4.23875 0.312
H 1.57037 7.63313 6.23240 0.324
H 1.21325 6.04863 5.54287 0.325
```

Summary:
- Lowest unoccupied orbital energy: 1.57 eV
- Net charge: -1
- Energy: -11184.642534 a.u.


Below is C28H54LuP2Si as an isolated structure at a distorted geometry, with properties calculated with ωB97M-V/def2-TZVPD.

Structure (XYZ):
```
86
Properties=species:S:1:pos:R:3:mulliken_charge:R:1
Lu -1.17114 1.25018 0.74849 0.967
C -0.51529 3.26895 1.91252 0.245
C -0.48834 3.65158 0.53308 0.654
C -2.66923 3.06844 1.06279 0.326
C -1.86833 2.93154 2.25344 0.586
C -1.80983 3.51706 0.00939 0.402
C 0.65078 3.22816 2.83609 -1.485
H 1.60168 3.24638 2.28776 0.297
H 0.62674 2.31677 3.45486 0.313
H 0.67118 4.07914 3.53700 0.330
C -2.33909 2.53040 3.60953 -1.042
H -1.50155 2.29723 4.27596 0.353
H -3.01960 1.66245 3.59749 0.059
H -2.89255 3.36448 4.07079 0.346
C -4.13188 2.81662 0.92898 -1.139
H -4.70042 3.63590 1.39309 0.325
H -4.45143 1.88047 1.41711 -0.104
H -4.43812 2.77489 -0.12422 0.317
C -2.22359 3.82875 -1.38532 -1.389
H -2.68188 4.82780 -1.47393 0.325
H -2.97301 3.10914 -1.74808 0.259
H -1.36884 3.81700 -2.07413 0.311
C 0.70261 4.08046 -0.24862 -1.532
H 0.79854 5.17382 -0.34762 0.276
H 0.65763 3.68649 -1.27293 0.314
H 1.63425 3.72782 0.20872 0.335
C 4.69286 -3.19218 -0.56920 -0.213
C 5.42421 -2.07290 -0.49054 -0.630
C 6.28136 -1.46539 -1.56456 -0.619
C 5.86236 -1.75777 -3.02344 -1.009
C 4.43121 -1.44891 -3.35468 -0.098
C 3.36554 -2.24966 -3.19978 -0.629
C 3.34413 -3.66395 -2.70140 -0.365
C 4.50700 -4.07416 -1.77108 -0.971
H 7.32772 -1.79948 -1.45327 0.339
H 6.11149 -2.79604 -3.27042 0.312
H 6.30183 -0.37564 -1.40233 0.306
H 5.42905 -4.14795 -2.35779 0.306
H 4.22668 -3.58945 0.34334 0.386
H 5.53362 -1.58019 0.48324 0.650
H 4.29156 -5.09428 -1.41204 0.439
H 2.38544 -3.82274 -2.17979 0.239
H 2.39313 -1.89519 -3.56022 0.475
H 3.34024 -4.36574 -3.55346 0.407
H 6.49569 -1.13030 -3.67250 0.415
H 4.29420 -0.47423 -3.83907 0.374
P 1.17761 -0.16209 0.55172 1.066
P -1.17611 0.10931 -1.76156 0.891
C 1.15021 -1.36845 -0.87522 -0.460
C -0.20782 -1.48284 -1.61545 -1.045
H 1.43620 -2.35285 -0.45853 0.577
H 1.96235 -1.09039 -1.57035 -0.263
H -0.04540 -1.87379 -2.63884 0.580
H -0.87439 -2.18723 -1.08473 0.395
C -2.83281 -0.31306 -2.38872 -0.981
H -3.35949 0.61539 -2.66252 0.356
H -3.42220 -0.83799 -1.62463 -0.034
H -2.74414 -0.94111 -3.28577 0.449
C -0.42897 0.85617 -3.24654 -1.529
H -0.33472 0.10008 -4.03967 0.454
H 0.56070 1.26978 -3.01466 0.332
H -1.08218 1.66502 -3.60220 0.413
C 1.39222 -1.20706 2.03108 -1.433
H 1.43573 -0.56339 2.92261 0.384
H 2.32424 -1.78189 1.95745 0.412
H 0.54007 -1.88925 2.12724 0.365
C 2.82469 0.61888 0.46245 -0.950
H 2.85312 1.37162 -0.33752 0.334
H 3.62251 -0.12147 0.28963 -0.073
H 3.01712 1.12515 1.42065 0.454
C -3.87400 -3.04721 2.82075 -1.130
Si -3.95563 -1.29031 2.15153 0.076
C -5.05335 -1.24429 0.62903 -1.044
C -4.84655 -0.20946 3.40881 -1.158
C -2.24115 -0.63217 1.75710 -0.447
H -4.87853 -3.43758 3.04299 0.290
H -3.28086 -3.08471 3.74707 0.315
H -3.39661 -3.72540 2.09815 0.290
H -6.08877 -1.51972 0.88286 0.408
H -5.06589 -0.22529 0.21619 0.292
H -4.69819 -1.93473 -0.14606 0.302
H -4.26991 -0.14283 4.33998 0.337
H -5.00724 0.80865 3.03096 0.393
H -5.83812 -0.62248 3.65303 0.417
H -1.68903 -0.59087 2.72883 0.348
H -1.74333 -1.43590 1.16958 -0.147
```

Summary:
- Lowest unoccupied orbital energy: -2.73 eV
- Net charge: +1
- Energy: -3306.849282 a.u.
- Energy above the lowest of the compared OMol25 structures with the same formula, charge and spin: 3.6 kJ/mol